# 1
{"formula": "C25H35FO10PS3", "method": "ωB97M-V/def2-TZVPD", "elements": ["C", "C", "C", "P", "C", "C", "C", "C", "C", "C", "S", "O", "C", "C", "C", "C", "C", "C", "C", "C", "C", "C", "F", "C", "C", "O", "H", "H", "H", "H", "H", "H", "H", "H", "H", "H", "H", "H", "H", "H", "H", "H", "H", "H", "H", "H", "H", "H", "H", "H", "H", "H", "H", "C", "C", "O", "S", "O", "O", "O", "H", "H", "H", "H", "C", "C", "O", "S", "O", "O", "O", "H", "H", "H", "H"], "positions_angstrom": [[2.835954, 0.048246, -4.785377], [2.505668, -0.119437, -3.409163], [1.967096, -0.192418, -1.863449], [1.459870, -1.967593, -1.289217], [0.421657, -2.442872, -2.819672], [1.295951, -3.238056, -4.002240], [2.022578, -3.484745, -5.206833], [2.661595, -1.905664, 0.243182], [4.190426, -2.381228, -0.117916], [5.096587, -1.237143, -0.874585], [5.300306, 0.351757, 0.167250], [0.169441, -1.075805, -0.454847], [-0.951676, -1.962450, -0.103738], [-1.757314, -1.081944, 1.019883], [-2.150472, 0.360077, 0.268926], [-3.329975, 0.254807, -0.885559], [-3.829865, 1.572552, -1.765660], [-3.103571, 3.019393, -1.490846], [-3.573238, 4.330342, -2.413539], [-1.942889, 3.093693, -0.319724], [-1.425965, 1.797214, 0.579217], [-0.261978, -3.393595, 0.298595], [-0.091716, -3.699254, 1.767895], [-1.403598, -4.550349, -0.096480], [-1.251128, -5.531249, -1.205679], [0.979435, -3.504392, -0.537524], [2.985601, 0.468871, -5.892439], [0.958663, 0.444776, -1.812699], [2.708459, 0.340271, -1.112004], [2.542202, -2.640464, -2.016542], [-0.116015, -1.472138, -3.237247], [-0.465037, -3.197831, -2.556665], [2.781044, -3.614973, -6.118072], [2.291687, -2.626139, 1.120262], [2.703732, -0.828215, 0.730584], [4.725670, -2.587302, 0.928665], [4.263577, -3.396324, -0.710062], [4.729884, -0.962977, -1.951622], [6.209657, -1.643931, -1.003867], [4.670327, 1.337119, -0.657517], [-1.691324, -2.066181, -1.006605], [-1.067237, -0.803929, 1.951706], [-2.703454, -1.618271, 1.463457], [-3.833535, -0.795477, -1.115179], [-4.685872, 1.422037, -2.555872], [-4.409951, 4.041478, -3.179973], [-2.618910, 4.626270, -3.065358], [-3.885699, 5.260368, -1.735635], [-1.443069, 4.141888, -0.143816], [-0.579504, 1.878094, 1.402906], [-2.396893, -4.628405, 0.552673], [-1.169612, -5.290548, -2.347838], [-1.248381, -6.686333, -0.905828], [0.759492, 7.173065, 0.941889], [-0.144988, 8.394989, 0.805737], [-0.645634, 8.341933, -0.528173], [-0.791358, 6.780807, -0.977702], [-2.166810, 6.380747, -0.779678], [-0.090514, 6.597840, -2.227400], [0.104443, 6.131594, 0.219779], [1.733985, 7.350104, 0.475447], [0.904223, 6.880810, 1.985400], [0.390760, 9.331216, 0.979588], [-0.998192, 8.331864, 1.489396], [-1.476161, -3.205303, 4.507019], [-0.262924, -3.504957, 5.383366], [-0.443106, -2.711455, 6.554122], [-2.039481, -2.568290, 6.856640], [-2.400658, -3.554793, 7.850366], [-2.355334, -1.165076, 6.989421], [-2.576532, -3.086425, 5.407154], [-1.358788, -2.250403, 3.984584], [-1.664209, -3.997549, 3.777459], [0.679310, -3.255476, 4.889681], [-0.246710, -4.556867, 5.687595]], "atomic_forces_ev_per_a": [[-2.51, -0.22, 9.20], [1.79, 2.04, -8.87], [-0.09, 1.76, -1.89], [2.75, 0.12, 0.76], [-2.21, -0.93, -2.42], [4.56, 0.12, -8.13], [-4.47, 2.00, 8.04], [1.11, 0.38, 1.94], [0.44, 0.54, 1.08], [0.67, -1.02, -0.75], [-0.84, 0.17, -1.61], [-1.72, -2.70, -0.03], [1.12, 2.06, 1.24], [0.30, 1.15, 0.21], [-1.42, 2.07, -1.84], [1.47, 3.57, 0.42], [3.41, -0.03, 3.32], [0.25, -3.25, 1.64], [1.19, -0.43, 0.34], [-1.22, -2.81, -0.64], [-3.59, -0.65, -3.40], [-1.26, -0.64, -3.43], [0.07, 1.08, -2.73], [0.88, -1.97, -1.94], [-0.52, 1.03, 2.24], [-4.94, -0.67, 3.01], [-0.38, -1.39, 3.28], [2.29, -1.21, -0.48], [-1.29, -1.27, -1.83], [-0.27, 0.22, 0.50], [1.26, -2.03, 0.22], [1.98, 1.67, -0.53], [-2.20, 0.13, 2.80], [0.80, 1.61, -1.95], [0.15, -2.03, -0.93], [-0.96, 0.44, -2.17], [-0.39, 2.12, 0.94], [0.47, -0.49, 2.16], [-2.41, 0.84, 0.31], [0.78, -1.54, 0.92], [1.48, -0.29, 1.57], [-1.26, -0.73, -2.19], [1.64, 1.07, -1.12], [1.22, 2.48, 0.63], [1.95, 0.48, 1.70], [1.50, 0.36, 1.73], [-2.10, -0.44, 1.49], [0.65, -2.32, -1.65], [-1.13, -2.49, -0.30], [-2.02, -0.12, -2.04], [2.91, -0.46, -0.42], [1.36, -0.27, 2.54], [-1.49, 2.54, -0.90], [0.48, 0.49, 0.08], [-0.13, -0.20, 0.67], [0.31, -0.85, -0.44], [-0.15, -0.23, -0.50], [1.97, 0.59, -0.32], [-1.23, 0.29, 1.57], [-0.84, 0.49, -0.52], [-0.07, 0.02, 0.08], [-0.17, -0.15, -0.25], [-0.11, -0.13, -0.29], [0.13, 0.01, 0.02], [0.67, 0.22, -0.62], [-0.08, -0.70, -0.51], [-1.11, 0.58, 0.20], [-0.03, -0.02, -0.06], [0.19, 1.42, -1.05], [0.36, -1.78, 0.21], [0.26, 0.06, 1.37], [0.05, -0.17, -0.01], [-0.10, 0.17, 0.24], [-0.20, 0.16, 0.21], [0.01, 0.06, -0.11]], "multiplicity": 1, "e_lumo_ev": 1.7, "total_energy_ha": -3360.88574, "charge": -1, "gap_ev": 6.798}

=====

# 2
{"formula": "C25H35FeN3", "method": "ωB97M-V/def2-TZVPD", "elements": ["C", "C", "H", "H", "H", "H", "H", "H", "C", "C", "C", "C", "H", "H", "H", "H", "N", "C", "C", "N", "C", "C", "C", "H", "H", "C", "H", "H", "Fe", "C", "H", "H", "H", "C", "C", "C", "C", "C", "C", "C", "C", "N", "C", "C", "C", "C", "H", "H", "H", "H", "H", "H", "H", "H", "H", "H", "H", "H", "H", "H", "H", "H", "H", "H"], "positions_angstrom": [[-3.840934, 0.124834, -0.651091], [-2.154880, 2.585475, -0.609002], [-3.560810, -0.722832, -1.313367], [-4.388104, 0.990641, -1.096887], [-4.081192, 0.063718, 0.433299], [-3.124106, 2.808586, -1.184696], [-2.383279, 2.641127, 0.506418], [-1.191268, 2.491509, -1.110549], [1.234482, -2.193053, -1.315812], [2.165692, -3.188538, -1.697732], [3.417739, -2.778959, -2.168101], [3.675494, -1.410700, -2.260566], [0.228613, -2.443947, -0.965967], [1.883378, -4.239919, -1.592657], [4.182816, -3.498738, -2.454056], [4.625463, -1.004940, -2.603206], [1.492528, -0.888569, -1.375141], [2.670416, -0.495900, -1.871002], [2.880180, 0.956911, -2.049407], [2.170448, 1.769460, -1.252599], [2.397298, 3.078683, -1.312299], [3.949398, 2.822842, -3.135848], [3.252369, 3.653379, -2.264409], [1.880019, 3.692273, -0.574490], [3.341074, 4.731204, -2.289898], [3.774898, 1.452455, -3.023076], [4.275500, 0.727157, -3.661214], [4.617111, 3.217619, -3.886995], [-2.162192, 0.805744, -0.535163], [-1.302466, 0.421306, -2.492698], [-1.111217, -0.596324, -2.875403], [-0.329964, 0.908308, -2.620487], [-1.935678, 0.881495, -3.270004], [0.219780, 0.176647, 5.039822], [0.031216, 0.424186, 3.568608], [0.122731, 1.739365, 3.074600], [0.082138, 2.005551, 1.707004], [0.137061, 3.414187, 1.261101], [-0.172246, 0.942409, 0.745261], [-0.563291, -0.342767, 1.299962], [-0.278328, -0.602340, 2.690597], [-1.327215, -1.013759, 0.455163], [-1.833105, -2.371739, 0.814771], [-0.730288, -3.340563, 1.315063], [-2.881539, -2.195864, 1.905662], [-2.462740, -2.987407, -0.425158], [1.071959, 0.765237, 5.404136], [-0.641355, 0.473089, 5.662466], [0.425271, -0.885208, 5.242295], [0.328956, 2.520849, 3.787107], [-0.597785, 4.031272, 1.782023], [1.117980, 3.852109, 1.434093], [-0.087829, 3.461488, 0.196640], [0.475411, 0.922141, -0.134982], [-0.306441, -1.615967, 3.084905], [-0.557364, -3.277577, 2.401132], [-1.063569, -4.373598, 1.124244], [0.217488, -3.183741, 0.789485], [-3.660110, -1.515187, 1.541364], [-3.330131, -3.168606, 2.150582], [-2.426173, -1.772819, 2.808017], [-3.297352, -2.365166, -0.760976], [-1.717070, -3.085075, -1.223790], [-2.844879, -3.993469, -0.167117]], "atomic_forces_ev_per_a": [[-2.46, 1.22, 0.12], [-3.78, 2.04, 0.29], [-0.90, 0.58, 0.68], [-0.14, -1.24, -0.02], [-0.34, -0.80, -0.98], [1.91, 0.30, 0.46], [1.06, 0.96, -1.30], [-0.05, 1.23, 0.20], [0.61, -0.33, -0.34], [-0.39, 0.58, 0.21], [-0.29, 0.26, 0.20], [-0.62, 0.31, 0.26], [0.53, 0.09, -0.21], [0.22, 0.36, -0.14], [-0.20, 0.10, 0.07], [-0.14, -0.40, 0.06], [0.21, -0.15, -0.33], [0.30, -1.09, -0.26], [0.13, 0.95, -0.24], [0.58, -0.02, 0.11], [0.37, -0.06, -0.75], [-0.27, -0.16, 0.21], [-0.24, -0.14, 0.44], [0.09, -0.09, -0.37], [0.15, -0.02, -0.08], [-0.52, -0.50, 0.60], [0.00, 0.43, 0.00], [0.01, 0.13, -0.04], [5.54, -5.13, 0.49], [0.13, 0.09, -1.19], [-0.32, -0.01, 0.69], [0.04, 0.17, 0.45], [-0.19, 0.06, 0.31], [0.29, -0.22, 0.31], [-0.36, -0.76, -0.88], [0.02, 0.17, -1.14], [-0.63, -1.27, 1.02], [0.40, 0.50, -0.64], [0.29, 0.59, 1.52], [-0.27, 0.91, 0.16], [0.28, -0.03, 0.63], [-0.08, -0.77, -0.37], [0.44, 0.47, 0.30], [-0.12, -0.27, 0.16], [-0.32, -0.21, 0.10], [-0.19, -0.29, 0.07], [-0.12, -0.16, -0.04], [0.14, -0.06, -0.44], [-0.09, 0.32, -0.06], [-0.08, 0.39, 0.03], [0.02, -0.06, 0.03], [0.13, 0.12, 0.08], [0.19, 0.31, 0.21], [-0.57, 0.10, -0.21], [-0.14, 0.43, -0.09], [-0.02, -0.02, -0.53], [0.15, 0.28, 0.01], [-0.19, -0.07, 0.31], [0.06, -0.29, 0.25], [-0.02, 0.23, 0.04], [-0.26, -0.10, -0.19], [0.22, -0.44, -0.04], [-0.27, 0.03, 0.04], [0.10, 0.45, -0.24]], "e_above_lowest_kcal_mol": 62.4, "multiplicity": 5, "e_lumo_ev": [-0.2, 0.3], "total_energy_ha": -2401.32877, "charge": 0, "gap_ev": [6.450, 7.239]}